[1]
A molecular structure, C19H28N2Y in a non-equilibrium geometry, computed with wB97M-V/def2-TZVPD.

As for the charge: -1. Its HOMO energy (spin up / spin down) is -1.6566 / -4.0380 eV. As for the multiplicity: 1. The frontier orbital gap (spin up / spin down) comes out at 4.69 / 7.06 eV. The value obtained for the energy relative to the best compared isomer or geometry (same formula, charge and spin) is 0.0 kJ/mol.

Cartesian coordinates (Å):
Y (-0.277, -0.778, -1.866)
N (0.381, -0.663, 0.425)
N (-2.887, -1.119, -1.588)
C (0.942, 0.703, -3.925)
C (1.732, -2.309, -3.313)
C (-1.325, 1.591, 2.881)
C (0.574, -1.952, 1.140)
C (-0.992, 0.458, 2.141)
C (0.251, 2.896, 1.560)
C (0.002, 0.485, 1.132)
C (-2.311, 1.526, 4.015)
C (1.021, -1.748, 2.592)
C (-0.450, 0.496, -4.141)
C (-0.199, 1.853, -2.294)
C (0.455, -2.552, -3.011)
C (-1.159, 1.205, -3.123)
C (-0.743, -2.749, 1.123)
C (0.849, 4.240, 1.249)
C (0.640, 1.730, 0.885)
C (-0.716, 2.810, 2.568)
C (1.691, -2.741, 0.445)
C (1.101, 1.536, -2.787)
H (1.907, -1.782, -4.262)
H (-3.112, 2.264, 3.882)
H (2.577, -2.107, 0.297)
H (-2.770, 0.534, 4.089)
H (1.457, 4.210, 0.339)
H (-3.177, -1.958, -2.246)
H (2.489, -2.812, -2.701)
H (1.485, 4.597, 2.072)
H (1.754, 0.366, -4.595)
H (1.912, -1.111, 2.643)
H (-2.252, 1.283, -3.026)
H (-0.428, 2.550, -1.472)
H (2.045, 1.975, -2.428)
H (0.236, -1.302, 3.209)
H (1.396, -3.167, -0.527)
H (-0.912, -0.030, -4.994)
H (-0.532, -3.787, 1.423)
H (-1.829, 1.748, 4.978)
H (-1.500, -0.484, 2.355)
H (1.434, 1.776, 0.134)
H (1.265, -2.726, 3.026)
H (-1.249, -2.728, 0.138)
H (0.071, -2.934, -1.986)
H (1.977, -3.577, 1.100)
H (-1.447, -2.318, 1.844)
H (0.059, 4.994, 1.115)
H (-0.430, -2.100, -3.638)
H (-1.004, 3.709, 3.122)

=====

[2]
A molecular structure, C19H28N3OS3SbSiW in a non-equilibrium geometry, computed with wB97M-V/def2-TZVPD.

Its expectation value of S² is 0.76. As for the charge: +3. Its HOMO energy (spin up / spin down) is -16.1932 / -16.1932 eV. As for the multiplicity: 2. The frontier orbital gap (spin up / spin down) comes out at 3.80 / 3.59 eV. The value obtained for the energy relative to the best compared isomer or geometry (same formula, charge and spin) is 169.9 kJ/mol.

Cartesian coordinates (Å):
W (2.779, -0.717, 0.297)
Sb (5.595, -1.965, 1.145)
S (3.662, -2.780, -0.276)
S (5.781, -3.785, 2.491)
S (3.555, -0.584, 2.378)
Si (3.439, 1.614, -1.230)
O (-2.201, -1.399, -2.387)
N (-3.719, -0.849, -0.773)
N (0.841, -1.639, 0.403)
N (2.135, 1.047, -0.135)
C (3.011, 2.723, -2.655)
C (1.471, 1.885, 0.750)
C (1.586, 3.289, 0.662)
C (-1.476, -1.686, -0.203)
C (-1.675, -2.772, 0.649)
C (-5.113, -1.142, 1.284)
C (-0.026, 2.159, 2.638)
C (0.908, 4.103, 1.535)
C (0.637, -2.692, 1.237)
C (-5.479, -2.000, -2.110)
C (-3.966, -0.409, 0.598)
C (0.081, 3.547, 2.517)
C (-0.209, -1.161, -0.309)
C (-0.600, -3.275, 1.375)
C (4.889, 2.022, -0.100)
C (-2.519, -1.259, -1.221)
C (0.657, 1.333, 1.779)
C (3.856, -0.139, -2.014)
C (-4.786, -0.683, -1.763)
H (-5.499, 0.045, -1.382)
H (3.928, 2.944, -3.210)
H (-0.473, 4.190, 3.189)
H (-6.057, -0.969, 0.771)
H (5.827, 2.048, -0.659)
H (-4.934, -2.218, 1.324)
H (4.123, 0.195, -3.027)
H (-0.011, -0.357, -1.007)
H (1.011, 5.177, 1.455)
H (-4.763, -2.738, -2.471)
H (-4.202, 0.660, 0.568)
H (2.571, 3.679, -2.369)
H (-5.999, -2.401, -1.240)
H (-3.045, -0.525, 1.172)
H (0.568, 0.266, 1.906)
H (-5.216, -0.769, 2.303)
H (-6.210, -1.825, -2.897)
H (-0.648, 1.729, 3.412)
H (4.761, -0.646, -1.678)
H (4.776, 3.013, 0.349)
H (3.046, -0.854, -2.215)
H (1.495, -3.072, 1.771)
H (-2.656, -3.226, 0.735)
H (2.322, 2.232, -3.345)
H (-0.714, -4.128, 2.029)
H (5.001, 1.319, 0.726)
H (-4.339, -0.292, -2.677)
H (2.226, 3.731, -0.094)

=====

[3]
A single C19H28N8O2 molecule, computed with wB97M-V/def2-TZVPD.

As for the charge: 0. Its HOMO energy is -8.9024 eV. As for the multiplicity: 1. The frontier orbital gap comes out at 9.48 eV. The value obtained for the energy relative to the best compared isomer or geometry (same formula, charge and spin) is 58.7 kJ/mol.

Cartesian coordinates (Å):
O (-1.810, -1.337, 2.943)
O (-2.138, -1.302, -1.640)
N (-4.954, 2.702, -5.349)
N (-2.755, 2.461, -5.306)
N (-1.460, 0.733, -0.938)
N (-4.520, 2.859, -6.567)
N (-3.217, 2.709, -6.515)
N (-4.923, -3.654, 1.532)
N (-4.089, 0.768, -2.847)
N (-0.692, -1.464, 0.976)
C (-0.047, 0.468, -1.175)
C (-5.443, -1.090, -2.469)
C (-3.867, 2.454, -4.589)
C (0.111, -0.292, 1.317)
C (-2.406, -0.140, -1.374)
C (-2.368, 2.851, -7.679)
C (-4.702, -4.411, 0.458)
C (-4.867, -0.692, -1.109)
C (-2.485, -3.619, 0.201)
C (-3.507, -4.444, -0.249)
C (-3.831, 0.392, -1.448)
C (-2.695, -2.809, 1.306)
C (0.806, 0.300, 0.092)
C (-3.911, 2.179, -3.124)
C (-1.697, -1.818, 1.827)
C (-3.329, -5.320, -1.456)
C (-3.931, -2.874, 1.943)
C (-5.389, 0.219, -3.236)
C (1.139, -0.626, 2.391)
H (-4.715, 2.789, -2.680)
H (-4.266, -5.804, -1.731)
H (0.369, 1.265, -1.793)
H (-1.749, 1.677, -0.742)
H (-0.576, 0.456, 1.727)
H (-1.678, 2.013, -7.717)
H (-0.021, -0.444, -1.769)
H (-1.812, 3.784, -7.620)
H (1.712, 0.264, 2.657)
H (-2.590, -6.101, -1.270)
H (-2.960, 2.506, -2.702)
H (-6.211, 0.886, -2.929)
H (-0.861, -1.656, -0.003)
H (-5.445, 0.100, -4.317)
H (0.644, -0.999, 3.285)
H (-4.416, -1.528, -0.578)
H (-3.012, 2.855, -8.552)
H (1.204, 1.268, 0.404)
H (-5.647, -0.266, -0.477)
H (-3.938, 1.256, -0.776)
H (1.831, -1.386, 2.025)
H (-2.985, -4.733, -2.309)
H (-4.797, -1.827, -2.948)
H (1.673, -0.314, -0.171)
H (-5.532, -5.033, 0.137)
H (-1.539, -3.609, -0.325)
H (-4.110, -2.254, 2.813)
H (-6.450, -1.496, -2.398)

=====

[4]
A molecular structure, C19H28N9STc, computed with wB97M-V/def2-TZVPD.

Its expectation value of S² is 3.77. As for the charge: +3. Its HOMO energy (spin up / spin down) is -17.4422 / -17.4300 eV. As for the multiplicity: 4. The frontier orbital gap (spin up / spin down) comes out at 7.86 / 6.13 eV. The value obtained for the energy relative to the best compared isomer or geometry (same formula, charge and spin) is 3.6 kJ/mol.

Cartesian coordinates (Å):
Tc (0.100, -0.053, -0.328)
S (0.754, 2.526, 1.185)
N (1.756, 2.006, 3.571)
N (-1.593, -1.317, -0.190)
N (0.070, 0.183, -2.556)
N (0.450, 0.343, 2.746)
N (1.270, -1.764, 0.058)
N (2.096, 0.789, -0.783)
N (-1.422, 1.512, -0.649)
N (2.490, -3.196, 1.205)
N (-0.375, -0.080, 1.726)
C (2.771, -5.052, -1.988)
C (-2.176, -1.399, 1.032)
C (-1.459, -0.686, 2.101)
C (-2.087, -2.047, -1.197)
C (-3.827, -2.907, 0.179)
C (3.012, -4.840, -0.648)
C (1.355, 0.766, -3.079)
C (1.792, -2.069, 1.249)
C (-1.894, -0.720, 3.520)
C (-3.202, -2.854, -1.054)
C (-1.373, 2.101, -2.014)
C (0.989, 1.524, 2.596)
C (1.993, -4.158, -2.739)
C (-1.143, 0.958, -2.972)
C (1.675, -2.794, -0.817)
C (2.448, -3.699, -0.090)
C (2.047, 1.599, -2.022)
C (-3.298, -2.176, 1.239)
C (1.438, -3.028, -2.172)
H (1.160, 1.355, -3.975)
H (-3.756, -2.231, 2.215)
H (1.825, -4.363, -3.787)
H (-4.705, -3.521, 0.327)
H (-2.341, 1.089, -0.514)
H (1.996, -0.070, -3.367)
H (-0.567, 2.832, -2.047)
H (-3.563, -3.426, -1.897)
H (-1.698, 0.240, 3.993)
H (3.050, 1.867, -2.357)
H (2.505, 1.341, -0.031)
H (1.675, -1.476, 2.145)
H (1.791, 1.531, 4.461)
H (-1.039, 1.305, -4.000)
H (2.970, -3.609, 1.992)
H (-2.947, -0.965, 3.621)
H (-1.996, 0.277, -2.940)
H (-1.308, -1.463, 4.068)
H (3.187, -5.925, -2.472)
H (0.839, -2.373, -2.787)
H (1.518, 2.525, -1.803)
H (-1.570, -1.992, -2.145)
H (3.610, -5.526, -0.063)
H (-1.345, 2.243, 0.058)
H (2.192, 2.911, 3.498)
H (-2.299, 2.625, -2.250)
H (-0.023, -0.722, -3.003)
H (2.712, -0.010, -0.936)

=====

We obtain E_tot values of -24177.6576 -75394.5398 -36173.7309 -46578.6241 eV for the records listed above, in that order.